Record 1
{"formula": "Cl2H10Si5", "method": "wB97M-V/def2-TZVPD", "homo_energy_ha": [-0.30163, -0.28125], "spin_multiplicity": 1, "charge": 0, "relative_energy_kj_mol": 135.72, "energy_ev": -64591.8070, "symbols": ["Si", "Si", "Si", "Si", "Si", "Cl", "Cl", "H", "H", "H", "H", "H", "H", "H", "H", "H", "H"], "positions_angstrom": [[-1.68670, -0.50503, 4.18267], [0.42724, 0.49453, -4.33813], [-0.19019, 0.14039, 2.55470], [1.84579, -0.25285, -2.80546], [-0.52065, -0.27098, 0.34254], [-1.27001, -2.32499, 0.36197], [-2.14000, 0.74512, -0.35484], [-1.19967, 0.53071, 5.18374], [-1.10044, -1.87664, 4.56999], [-3.25538, -0.52770, 4.30788], [0.28503, 1.94186, -4.54434], [-0.94189, -0.03284, -4.30747], [0.99079, -0.32500, -5.40147], [0.49850, 1.60522, 2.40929], [1.02465, -0.66199, 3.23907], [2.66807, 0.45094, -1.60779], [1.74729, -1.60734, -2.36621]]}

=====

Record 2
{"formula": "Cl2H2NP", "method": "wB97M-V/def2-TZVPD", "homo_energy_ha": -0.35098, "spin_multiplicity": 1, "charge": 0, "relative_energy_kj_mol": 581.52, "energy_ev": -35851.6488, "symbols": ["N", "P", "Cl", "Cl", "H", "H"], "positions_angstrom": [[-0.70651, -0.00424, 0.49359], [0.40001, -1.10201, -0.21998], [-0.70030, 0.24922, 2.22336], [-0.76390, 1.51243, -0.31492], [-0.15629, -0.93365, -1.51775], [1.92699, 0.27825, -0.66429]]}

=====

Record 3
{"formula": "Cl2H2O2P2", "method": "wB97M-V/def2-TZVPD", "homo_energy_ha": -0.35513, "spin_multiplicity": 1, "charge": 0, "relative_energy_kj_mol": 103.43, "energy_ev": -47751.3836, "symbols": ["O", "O", "P", "P", "Cl", "Cl", "H", "H"], "positions_angstrom": [[1.38827, -2.10913, 0.98883], [1.99938, 0.43845, -0.11727], [0.52564, 0.30844, 0.20226], [2.60114, -1.67033, 0.18660], [3.78726, -1.17642, 1.65696], [0.21688, 0.36597, 2.17482], [-0.20509, -0.85407, -0.29074], [-0.18577, 1.35284, -0.38392]]}